73
Properties=species:S:1:pos:R:3:lowdin_charge:R:1 method="wB97M-V/def2-TZVPD" energy_ha=-2720.745559 e_homo_ev=-11.62 total_charge=+1
O 0.100 3.243 -1.332 0.096
H -1.362 -3.692 -3.300 0.108
H -2.991 6.031 -3.075 0.122
C -0.055 -4.149 2.624 -0.068
H 1.036 -4.107 2.673 0.085
H 3.273 -0.095 -0.756 0.080
H -1.415 6.531 -1.227 0.092
H 3.321 1.200 -2.818 0.149
H -0.388 -3.615 1.729 0.058
H -1.615 -5.672 2.519 0.095
H -0.394 -4.097 -1.765 0.096
H -4.982 1.632 -4.592 0.171
H 5.388 -1.299 3.056 0.124
Cl -4.838 -2.206 -0.194 0.588
B 0.106 2.138 -2.273 -0.444
H 7.586 1.194 0.090 0.104
C -1.722 -5.362 5.232 0.007
H 2.690 2.381 -1.515 0.124
C 6.046 -0.829 2.321 -0.227
C -0.528 -5.588 2.594 -0.248
C 2.414 1.448 -2.132 -0.209
H -4.756 6.330 0.033 0.074
O -4.227 1.078 -4.934 0.063
H 7.145 -0.534 0.035 0.074
C 6.798 0.479 -0.158 0.015
H -6.161 5.409 0.503 0.099
O -0.030 -6.314 3.727 -0.002
O 1.289 1.716 -3.025 -0.008
O -5.909 3.595 -1.265 0.086
N -3.822 -0.328 -3.224 0.205
N -0.907 -0.483 -0.610 0.136
C -3.354 -2.101 -1.265 -0.563
O -1.384 0.871 1.515 0.175
H -1.286 -4.477 5.701 0.098
H 8.004 0.106 2.312 0.070
H 0.843 3.157 -0.680 0.130
H -2.367 5.524 -0.121 0.076
C 5.546 0.846 0.586 -0.526
H -0.432 -3.620 3.502 0.070
C 7.320 -0.382 3.010 -0.062
H 6.228 -1.578 1.547 0.114
N -3.412 0.740 -3.887 -0.190
H 1.788 -0.756 -1.644 0.084
H -1.556 4.779 -1.486 0.048
C -3.312 5.897 -2.039 -0.224
H 7.834 -1.234 3.460 0.087
Cl -2.835 -4.700 -0.262 0.587
C -0.632 -6.353 4.934 -0.520
C 2.212 0.189 -1.142 -0.079
C -5.128 5.315 0.159 0.013
O 5.324 0.297 1.795 -0.002
C -2.092 5.676 -1.168 -0.057
C -1.721 0.006 -1.766 -0.061
C -1.260 1.274 -2.570 0.142
H -0.546 -2.347 -2.331 0.061
C -2.455 -3.223 -1.317 -0.577
H -2.110 2.523 -4.463 0.181
H -2.303 -5.069 4.359 0.068
H -4.542 4.798 0.922 0.100
C -3.019 -0.787 -2.144 -0.066
H -3.863 6.801 -1.769 0.118
H 1.613 0.443 -0.174 0.082
O -0.245 -7.123 5.784 0.107
C -1.160 0.268 0.453 -0.120
H 6.591 0.532 -1.230 0.093
H -2.428 -5.824 5.928 0.096
H 7.095 0.346 3.793 0.088
C -1.136 -3.324 -2.221 -0.102
O -4.167 4.742 -2.027 -0.024
H -0.119 -6.081 1.709 0.121
C -5.121 4.503 -1.105 -0.526
C -2.288 1.629 -3.745 0.176
O 4.782 1.681 0.144 0.069



34
Properties=species:S:1:pos:R:3:nbo_charge:R:1 method="wB97M-V/def2-TZVPD" energy_ha=-1264.844099 e_homo_ev=-9.80
H -1.646 -0.361 -0.775 0.203
C 1.307 2.265 0.082 -1.026
H -3.164 2.101 2.891 0.194
O 3.397 -2.494 -2.733 -0.478
C -2.384 0.569 1.545 -0.425
H 2.831 0.201 0.122 0.515
H -2.002 2.664 1.673 0.172
H -3.273 1.814 0.026 0.196
C -3.214 0.751 0.264 -0.406
S 0.157 2.502 2.964 1.756
O 1.665 -2.106 -1.402 -0.480
H -3.268 -0.901 -1.164 0.207
C 2.635 -3.709 -2.726 -0.101
H -2.803 -0.224 2.164 0.212
H 0.779 -3.970 -1.584 0.210
H 0.627 -2.898 -2.995 0.189
O 0.763 2.861 4.214 -0.915
B 1.637 1.221 1.227 1.103
H 2.593 -4.125 -3.728 0.208
C -2.667 -0.021 -0.949 -0.608
O -1.211 1.715 3.342 -0.707
C 2.850 -1.647 -1.844 0.985
H 3.121 -4.418 -2.055 0.192
H 0.284 2.091 -0.265 0.233
H 1.340 3.300 0.416 0.243
O 3.350 -0.622 -1.495 -0.607
C 1.292 -3.237 -2.200 -0.100
O 0.972 1.179 2.456 -0.875
H 1.971 2.140 -0.770 0.235
H -4.233 0.416 0.449 0.206
H -1.372 0.250 1.290 0.208
H -2.637 0.601 -1.842 0.211
C -2.253 1.848 2.354 -0.073
O 2.556 0.245 1.050 -0.878



54
Properties=species:S:1:pos:R:3:nbo_charge:R:1 method="wB97M-V/def2-TZVPD" energy_ha=-1133.509438 e_homo_ev=-9.27 smiles=COCCNCCOC.OCCO.OCCO.OCCO relative_energy_ev=1.6975
C 28.677 38.153 34.829 -0.088
H 36.662 39.492 37.622 0.211
C 36.396 39.014 36.680 -0.244
H 38.704 35.564 36.822 0.170
H 37.476 37.336 37.558 0.165
O 33.657 35.660 29.532 -0.715
H 31.741 41.738 33.852 0.170
H 34.784 40.249 36.631 0.395
O 32.530 37.531 31.923 -0.745
C 33.565 39.785 34.349 -0.074
H 37.075 39.600 36.060 0.182
H 34.349 36.117 30.016 0.458
C 32.394 36.294 29.703 -0.103
C 32.334 41.732 34.766 -0.246
H 35.983 36.819 36.761 0.184
C 29.845 37.725 33.904 -0.081
H 32.483 37.181 29.076 0.180
H 31.865 38.911 37.536 0.146
C 34.915 39.167 34.842 -0.246
H 31.150 34.869 37.393 0.476
H 32.697 39.336 34.831 0.184
H 35.687 39.733 34.321 0.180
H 31.677 36.312 38.786 0.180
H 33.478 37.384 31.892 0.475
H 31.799 38.001 36.107 0.154
C 32.022 37.897 37.169 -0.076
H 33.833 38.188 36.833 0.490
C 31.155 36.748 37.934 -0.076
H 31.621 41.225 35.416 0.160
H 29.345 37.233 33.070 0.139
O 30.678 35.662 37.129 -0.739
O 37.683 37.006 35.655 -0.555
H 31.164 38.304 32.693 0.495
N 35.050 39.333 36.297 -0.648
H 37.667 34.802 35.579 0.174
H 30.507 36.972 34.331 0.162
H 31.656 35.622 29.265 0.194
H 32.158 35.523 31.614 0.183
H 33.438 39.718 33.268 0.182
H 38.971 35.794 35.052 0.200
H 29.103 38.743 35.641 0.144
H 32.495 42.765 35.074 0.188
C 38.233 35.694 35.847 -0.260
C 31.924 36.470 31.129 -0.108
H 30.850 36.631 31.222 0.199
C 36.836 37.493 36.689 -0.078
H 28.715 36.824 36.115 0.481
H 35.052 38.149 34.478 0.206
O 33.581 41.171 34.722 -0.551
H 28.089 38.970 34.412 0.187
O 28.100 36.993 35.398 -0.706
O 33.309 37.514 37.273 -0.762
H 30.258 37.252 38.292 0.156
O 30.572 38.732 33.317 -0.748



31
Properties=species:S:1:pos:R:3:nbo_charge:R:1 method="wB97M-V/def2-TZVPD" s2=6.1098 energy_ha=-2006.398232 e_homo_ev="-2.36 / -5.20" multiplicity=5 relative_energy_ev=2.4691 total_charge=-1
H 0.580 -2.036 -2.492 0.236
H 2.271 -5.182 4.211 0.203
C 1.422 -2.018 3.101 -0.189
Au -1.192 -0.063 -1.001 0.594
C 1.876 -4.628 2.157 -0.217
C -0.528 4.889 -0.693 -0.910
H 1.941 -2.853 5.065 0.210
H 2.048 -5.623 1.753 0.208
H -0.382 3.938 -3.578 0.199
H 1.392 -3.800 0.217 0.211
H -1.506 2.616 -3.929 0.209
C -3.298 3.612 -0.416 -1.112
H 1.158 -0.381 -2.500 0.230
H -3.127 4.096 0.563 0.200
C 1.805 -3.075 3.997 -0.216
C 2.005 -4.358 3.497 -0.248
H -3.911 2.704 -0.225 0.206
Cl -3.194 -0.901 -2.286 -0.621
H -0.389 4.742 0.475 0.184
H 0.512 5.039 -1.168 0.189
C 0.706 -1.049 -0.565 -0.273
C 1.524 -3.610 1.265 -0.176
C 1.319 -2.265 1.695 -0.169
H 2.273 -1.700 -2.094 0.203
V -1.367 3.524 -1.225 0.966
H -2.113 4.262 -3.690 0.207
H 1.201 -1.030 3.508 0.216
H -3.922 4.301 -1.007 0.205
C -1.375 3.533 -3.314 -1.114
C 1.026 -1.358 0.645 0.057
C 1.246 -1.325 -1.967 -0.686



9
Properties=species:S:1:pos:R:3:nbo_charge:R:1 method="wB97M-V/def2-TZVPD" energy_ha=-825.962375 e_homo_ev=-8.19 smiles="FC1=C(Cl)OCO1" relative_energy_ev=2.1151
F 1.416 -1.993 0.089 -0.283
O -0.701 -1.042 -0.035 -0.488
C 1.076 0.408 0.067 0.063
O -0.111 1.178 0.216 -0.525
C -1.257 0.188 0.002 0.246
H -1.551 0.504 -0.972 0.157
Cl 2.533 1.318 -0.097 0.071
H -2.048 0.355 0.760 0.183
C 0.644 -0.915 -0.031 0.577



16
Properties=species:S:1:pos:R:3:nbo_charge:R:1 method="wB97M-V/def2-TZVPD" energy_ha=-702.316116 e_homo_ev=-13.56 relative_energy_ev=2.9463 total_charge=+1
C 0.089 -0.008 0.599 0.331
H -1.412 -0.989 1.334 0.428
H 2.037 -0.892 1.533 0.275
H -1.336 0.523 2.251 0.443
N -1.436 0.047 1.305 -0.787
H 0.363 0.558 -3.975 0.450
O -0.072 -0.246 -0.627 -0.700
S 0.581 2.532 -1.577 0.255
C 0.913 -0.906 1.534 -0.663
H 0.199 -0.619 -2.658 0.445
C 0.242 1.108 -2.066 0.271
H 0.525 -1.902 1.305 0.213
N 0.467 0.263 -3.002 -0.758
H 0.537 -0.766 2.502 0.211
H 0.550 1.027 0.767 0.151
H -2.247 0.270 0.776 0.435



16
Properties=species:S:1:pos:R:3:nbo_charge:R:1 method="wB97M-V/def2-TZVPD" energy_ha=-383.552267 e_homo_ev=-4.58 relative_energy_ev=1.4767 total_charge=-1
O 2.683 0.886 -2.293 -0.724
H -3.028 -0.898 1.489 0.187
H -0.946 -1.337 -0.606 0.177
C 1.877 0.655 -1.418 0.803
H 3.061 1.730 0.037 0.198
H 0.445 -0.316 -0.080 0.508
C 2.200 1.195 0.062 -0.760
C -2.571 -0.473 0.590 -0.649
C -1.130 -1.124 0.433 -0.061
H 2.020 0.348 0.645 0.231
H -1.119 -2.129 1.013 0.121
H 1.427 1.966 0.165 0.204
O 0.023 -0.469 0.952 -0.827
H -2.442 0.567 0.863 0.211
H -3.268 -0.590 -0.335 0.195
O 0.768 -0.010 -1.517 -0.813



6
Properties=species:S:1:pos:R:3:nbo_charge:R:1 method="wB97M-V/def2-TZVPD" energy_ha=-152.866291 e_homo_ev=-11.35 smiles=O.O relative_energy_ev=0.2353
O 1.803 -0.009 0.092 -0.947
H -1.393 0.844 0.123 0.474
O -1.692 -0.049 -0.083 -0.953
H 1.426 0.758 -0.348 0.468
H -2.413 -0.322 0.518 0.479
H 1.494 -0.818 -0.366 0.479



Taking the records one at a time from the top gives F_max values of 8.1 0.4 2.9 5.4 4.7 4.8 4.8 1.1 eV/A.